1.
ORCA calculation (ωB97M-V/def2-TZVPD) on one molecule with the formula C2H5NS2 in a non-equilibrium geometry.

Positions of all 10 atoms, in Å:
C -0.8897 -1.0024 0.3756
C 1.3067 0.7666 -0.2179
H -1.4544 -0.0593 0.9051
H 0.3406 -1.1762 0.5046
H -1.5132 -1.8426 0.5578
H -0.2739 1.8246 -0.1988
H 1.7332 1.4200 0.7187
N -0.0528 0.9667 -0.5716
S -1.1508 -0.2101 -1.2218
S 1.9543 -0.6872 -0.8518

## Properties
- electronic energy (hartree) = -930.213654
- 2S+1 = 1



2.
ORCA calculation (ωB97M-V/def2-TZVPD) on one molecule with the formula C2H5NS2 in a non-equilibrium geometry.

Positions of all 10 atoms, in Å:
C 0.9042 -0.5994 0.5402
C -1.0767 -0.2400 -0.8658
H 0.3932 -0.9686 1.4597
H 1.2010 -1.4281 -0.0800
H 1.7618 -0.0095 0.8481
H -0.3251 2.2875 0.8598
H -1.6397 0.5367 -1.3916
N 0.0047 0.2705 -0.2244
S 0.2990 1.9609 -0.2785
S -1.5222 -1.8099 -0.8674

## Properties
- electronic energy (hartree) = -930.304359
- 2S+1 = 1



3.
ORCA calculation (ωB97M-V/def2-TZVPD) on a 2-piece molecular cluster, C2H5O2 overall.

Positions of all 9 atoms, in Å:
O -2.2549 -1.2715 -2.0684
H -2.3317 -1.5254 -1.1397
C -0.0542 0.0033 0.1902
C 1.1464 0.2001 0.7111
O 1.7129 1.4148 1.0329
H -0.3850 -0.9963 -0.0937
H -0.8003 0.7424 -0.1119
H 1.7754 -0.6563 0.8907
H 1.1912 2.0889 0.5888

## Properties
- total charge = -1
- electronic energy (hartree) = -229.623293
- 2S+1 = 1